93
Properties=species:S:1:pos:R:3:forces:R:3 method="wB97M-V/def2-TZVPD" de_lowest_ev=0.000 charge=+1 lumo_energy_ev=-2.75
Li -1.679175 1.362135 -0.197622 0.4 0.3 0.3
Li -0.524880 -3.196816 -0.764524 0.5 -0.3 -0.6
Li -2.060872 -1.320008 -2.211978 0.6 -0.1 -0.5
Li 0.970538 -0.565680 -1.631565 0.4 -0.3 -0.7
Li -2.974841 -1.220163 1.109979 0.2 -0.6 0.3
P -0.856785 -0.890282 -0.014701 -0.2 0.8 -0.8
O -1.424343 -0.045429 1.149011 0.0 -0.3 0.2
O 0.468947 -1.618250 -0.035377 0.2 0.1 1.0
O -0.850149 0.059233 -1.244786 0.2 1.0 -0.5
O -1.973730 -1.892222 -0.372612 -1.2 -1.3 0.4
O 0.074572 -2.959984 -4.885529 0.0 0.0 0.0
C 0.195304 -2.497774 -3.626284 0.2 0.7 1.1
O 1.124094 -1.699168 -3.361348 0.0 0.1 -0.2
O -0.675368 -2.866482 -2.792495 -0.6 -0.2 0.1
H 0.777706 -2.510866 -5.373985 0.0 -0.2 -0.1
C 2.870312 -4.025525 1.129895 -0.1 0.3 -0.3
C 2.011492 -4.883875 2.040689 0.4 -0.7 0.1
C 0.647593 -4.793541 1.367472 0.2 0.4 0.4
O 0.923309 -4.563871 -0.022153 -0.7 -0.1 -0.3
C 2.331316 -4.436715 -0.230770 0.4 0.3 -0.1
H 3.946630 -4.139421 1.236701 0.0 -0.2 0.0
H 2.619063 -2.968054 1.258681 0.1 0.0 0.1
H 2.057953 -4.640094 3.101097 -0.3 0.3 -0.1
H 2.355307 -5.923833 1.988375 0.0 0.1 -0.1
H 0.088470 -3.927245 1.741705 0.0 -0.1 0.0
H 0.055309 -5.697624 1.504082 -0.1 0.0 -0.2
H 2.517261 -3.682607 -0.997175 -0.2 0.0 0.0
H 2.738651 -5.384130 -0.596016 0.0 -0.1 0.2
C 4.922774 0.659703 -1.953578 0.2 -0.4 -0.4
C 4.822177 0.541685 -0.437953 0.2 0.3 0.3
C 3.373399 0.131780 -0.197456 -0.2 -0.1 -0.5
O 2.675664 0.378825 -1.456537 -0.2 0.3 0.5
C 3.523074 1.103705 -2.336024 0.3 -0.2 -0.8
H 5.119385 -0.316002 -2.408960 -0.2 -0.1 0.2
H 5.728285 1.291262 -2.325744 -0.1 0.3 0.2
H 5.002424 1.505987 0.042168 0.0 0.0 -0.1
H 5.540324 -0.156050 -0.011411 -0.1 -0.1 0.0
H 2.889786 0.715008 0.582991 0.1 0.0 0.1
H 3.238097 -0.931740 -0.003393 0.1 0.0 0.2
H 3.399185 2.192143 -2.278773 -0.1 -0.1 0.4
H 3.255683 0.799788 -3.350378 0.0 0.0 0.0
C 0.505608 4.791772 -0.725855 -0.2 -0.2 0.0
C -0.894096 5.397316 -0.648300 0.0 0.6 0.3
C -1.672067 4.399616 0.199139 0.2 -0.2 -0.5
O -0.962211 3.144650 0.064309 -0.1 -0.3 -0.2
C 0.198657 3.308122 -0.802061 -0.2 0.0 0.3
H 1.068498 4.965313 0.191516 0.1 0.2 -0.1
H 1.046075 5.179466 -1.585349 0.2 -0.1 0.0
H -1.316651 5.534965 -1.644463 -0.1 -0.3 0.0
H -0.905884 6.387247 -0.189156 0.1 -0.1 0.0
H -2.683490 4.242382 -0.176839 -0.1 0.2 0.2
H -1.681217 4.673607 1.252326 -0.1 0.0 0.1
H -0.071569 2.963468 -1.804120 0.1 0.1 0.0
H 0.978114 2.672505 -0.383726 0.1 0.0 -0.1
C -3.932993 -2.010941 4.703226 -0.2 0.3 -0.1
C -2.487062 -1.542873 4.497099 -0.2 -0.2 -0.2
C -1.999785 -2.499129 3.420947 0.6 -0.1 0.4
O -3.116885 -2.643726 2.537328 0.0 0.5 -0.2
C -4.315565 -2.637468 3.349617 0.1 -0.4 0.2
H -4.609094 -1.197026 4.963943 0.1 0.0 0.0
H -3.996688 -2.734114 5.514314 0.0 -0.1 -0.1
H -1.900234 -1.594749 5.410633 0.1 0.1 0.0
H -2.459255 -0.532106 4.084868 0.1 0.0 0.2
H -1.694946 -3.474206 3.824084 -0.3 0.0 0.1
H -1.126212 -2.126198 2.882602 -0.3 0.1 -0.3
H -4.651886 -3.667927 3.475663 0.0 0.0 -0.1
H -5.085019 -2.099250 2.796484 0.0 0.1 0.1
C -1.870966 1.546591 -5.455760 0.4 -0.1 0.1
C -2.947165 2.009283 -4.488650 -0.1 0.1 0.8
C -3.513114 0.669970 -4.031274 -0.3 0.5 -0.8
O -2.341300 -0.082170 -3.763855 -0.3 -0.4 0.4
C -1.405836 0.216832 -4.811932 0.2 0.0 -0.6
H -1.031599 2.233396 -5.547347 -0.1 0.1 0.0
H -2.270146 1.369676 -6.452950 -0.1 0.0 0.0
H -3.687432 2.729833 -4.830550 0.0 -0.2 -0.4
H -2.479022 2.462670 -3.604856 0.0 0.0 -0.1
H -4.067151 0.211637 -4.862047 -0.1 -0.1 0.1
H -4.187841 0.741342 -3.179115 0.3 -0.2 0.3
H -1.410738 -0.589530 -5.550678 -0.1 0.0 0.1
H -0.401598 0.256295 -4.392418 -0.1 0.1 0.2
C 0.324252 1.481098 3.764753 -0.8 0.1 0.6
C 0.091298 2.989107 3.730684 0.3 0.3 -0.3
C 1.443927 3.518881 3.232149 0.0 -0.7 0.1
O 2.066833 2.411248 2.554272 0.1 0.0 -0.2
C 1.164132 1.306321 2.526191 0.1 0.0 0.2
H -0.633760 0.957245 3.778780 0.1 -0.1 -0.4
H 0.830286 1.167137 4.680934 0.3 0.1 -0.1
H -0.218289 3.435393 4.673046 0.0 0.0 0.0
H -0.653301 3.211326 2.960427 -0.1 0.0 0.2
H 2.102967 3.781203 4.060102 0.0 0.3 -0.1
H 1.342436 4.337403 2.518998 0.0 0.2 0.2
H 1.745299 0.385055 2.511605 0.0 0.0 0.0
H 0.529772 1.354265 1.637546 0.0 -0.1 0.0

12
Properties=species:S:1:pos:R:3:forces:R:3 method="wB97M-V/def2-TZVPD" de_lowest_ev=1.539 lumo_energy_ev=0.94 smiles=SC1CNC1
S -0.537839 -2.012880 1.137169 1.5 0.6 -1.1
C 0.240809 -0.490466 0.380289 0.2 -1.6 0.9
C 0.152274 -0.154010 -1.081692 -3.4 2.6 -1.1
N 0.194023 1.299320 -0.586304 0.3 0.7 -0.1
C -0.303194 0.883300 0.742807 1.2 -0.2 -0.3
H 0.616809 -2.642652 0.762243 -0.9 -0.3 0.5
H 1.309451 -0.546570 0.589283 -0.2 0.1 0.5
H -0.906607 -0.262611 -1.462808 0.8 -0.6 0.4
H 0.778224 -0.406913 -1.936876 0.7 -0.2 0.7
H -0.365508 2.060925 -1.005224 0.4 -1.1 -0.2
H -1.379666 0.944440 0.851620 -0.4 -0.2 0.0
H 0.201224 1.328117 1.609493 -0.2 0.2 -0.2

74
Properties=species:S:1:pos:R:3:forces:R:3 method="wB97M-V/def2-TZVPD" multiplicity=2 charge=+1 lumo_energy_ev="-4.54 / -4.61"
Re 2.908364 0.542925 1.447583 -1.8 -2.2 -0.5
Se 3.928606 2.764562 1.171177 0.4 0.6 0.1
Se 2.691299 4.593852 2.028401 0.0 0.0 -0.1
Se 0.980831 3.903371 3.248317 0.1 0.0 0.1
Se 0.709436 1.649638 0.887687 0.4 0.2 0.4
Se 8.874296 -1.237438 -0.237498 0.2 0.0 -0.1
Sb 6.967431 -1.871662 0.897803 0.0 -0.1 0.3
Se 4.782953 0.161404 -0.073843 0.0 0.3 -0.5
Se 4.924948 -2.162730 -0.559824 -0.1 0.1 0.1
Se 6.412515 -2.077904 3.152582 0.0 0.0 0.1
C -6.023080 3.166444 0.324223 0.0 0.0 0.0
C -4.721509 2.442373 0.114457 -0.1 0.0 0.0
C -4.498786 1.188917 0.668304 0.0 0.0 0.0
C -3.302388 0.507141 0.485178 -0.1 0.0 0.0
C -3.145305 -0.848421 1.134478 0.1 0.0 -0.1
C -2.310348 1.123329 -0.290995 0.0 -0.1 0.0
Te -0.557084 -0.003960 -0.546104 0.2 -0.2 0.1
N 2.158912 -1.069896 1.257932 0.6 0.7 -0.2
C 1.637012 -2.219346 0.636112 0.1 0.2 0.7
O 1.680538 -2.326820 -0.569044 0.1 0.1 -0.2
C 1.054427 -3.244635 1.544417 0.0 0.2 -0.1
C 0.971559 -4.563137 1.108319 0.0 0.0 -0.1
C 0.373026 -5.516178 1.914381 0.0 0.0 0.0
C -0.164014 -5.151414 3.144092 0.0 0.0 0.0
C -0.090943 -3.835692 3.578119 0.0 0.0 -0.1
C 0.528612 -2.885672 2.780222 0.0 0.0 0.1
C -0.239578 0.143690 -2.629651 -0.1 -0.1 0.0
C 0.832598 0.793539 -3.236856 0.1 0.0 -0.1
C 1.879143 1.575180 -2.493986 0.0 -0.1 0.0
C 0.916618 0.723778 -4.624628 0.1 0.0 0.0
C -0.006750 0.035594 -5.395551 0.0 0.0 -0.1
C 0.120006 -0.015578 -6.893651 0.0 0.0 0.1
C -1.052883 -0.609873 -4.747258 0.0 0.0 0.0
C -1.189327 -0.581574 -3.366809 0.0 0.0 -0.1
C -2.346881 -1.322793 -2.743175 0.1 0.0 0.0
C -2.484215 2.396135 -0.847734 0.0 0.1 0.0
C -1.425598 3.143451 -1.618065 0.0 -0.1 0.0
C -3.703897 3.024393 -0.629846 0.0 0.1 0.0
H -6.760350 2.530345 0.810253 0.0 0.0 0.0
H -6.435488 3.504907 -0.626451 0.0 0.0 0.0
H -5.876454 4.049720 0.947811 0.0 0.0 0.0
H -5.278135 0.724261 1.260906 0.0 0.0 0.0
H -4.019978 -1.071336 1.741133 0.0 0.0 0.0
H -2.273256 -0.895763 1.791440 0.0 0.0 0.0
H -3.042992 -1.649275 0.398578 0.0 0.0 0.0
H 1.381205 -4.825557 0.141917 0.0 0.0 0.0
H 0.319938 -6.545005 1.585515 0.0 0.0 0.0
H -0.638588 -5.897559 3.767476 0.0 0.0 0.0
H -0.512472 -3.556579 4.534530 0.0 0.0 0.0
H 0.605465 -1.858157 3.109881 0.0 0.0 0.0
H 2.250018 1.034702 -1.625023 0.0 0.0 0.0
H 1.490805 2.534238 -2.142685 0.0 0.0 0.0
H 2.731422 1.770423 -3.142251 0.0 0.0 0.0
H 1.746661 1.222419 -5.111914 0.0 0.0 0.0
H 1.037001 0.463877 -7.230330 0.0 0.0 0.0
H -0.720843 0.489795 -7.370882 0.0 0.0 0.0
H 0.123261 -1.046664 -7.248288 0.0 0.0 0.0
H -1.782448 -1.161927 -5.329157 0.0 0.0 0.0
H -2.900351 -1.860646 -3.509490 0.0 0.0 0.0
H -3.044279 -0.644967 -2.245167 0.0 0.0 0.0
H -2.012467 -2.066613 -2.014069 0.0 0.0 0.0
H -0.854813 2.497414 -2.283717 -0.1 0.0 0.0
H -0.723734 3.626340 -0.935288 0.0 0.0 0.0
H -1.885264 3.920881 -2.225120 0.0 0.0 0.0
H -3.858525 4.008208 -1.059246 0.0 0.0 0.0
N 1.824171 0.799550 5.511150 0.1 0.1 0.1
C 3.139203 1.200729 5.639869 -0.2 -0.1 0.0
C 3.658296 1.179516 4.391375 0.0 -0.1 -0.1
N 2.664910 0.777325 3.512447 0.2 0.3 0.0
C 1.574927 0.566671 4.218189 -0.1 0.0 0.1
H 1.149312 0.724857 6.254273 0.0 0.0 0.0
H 3.575919 1.451677 6.588504 0.0 0.0 0.0
H 4.655419 1.399328 4.054981 0.0 0.0 0.0
H 0.621929 0.267890 3.819580 0.0 0.1 0.0

no.,energy (eV)
1,-63661.3261
2,-15548.1065
3,-574783.5535